(1)
{
  "formula": "C21H16Cl3N6O2S2Se2Sr",
  "method": "ωB97M-V with the def2-TZVPD basis set",
  "charge": 1,
  "de_lowest_kcal_mol": 2.50,
  "total_energy_ev": -225835.8463,
  "symbols": ["Sr", "Se", "Se", "C", "C", "C", "C", "C", "N", "C", "C", "C", "C", "C", "N", "H", "H", "H", "H", "H", "H", "H", "H", "Cl", "C", "Cl", "Cl", "C", "N", "N", "C", "C", "C", "C", "C", "C", "S", "O", "O", "N", "C", "S", "C", "C", "N", "H", "H", "H", "H", "H", "H", "H", "H"],
  "positions_angstrom": [[-0.133, 0.701, 0.403], [-2.619, -0.739, -1.609], [-3.055, 1.575, -1.476], [-1.508, 2.251, -2.412], [-1.715, 3.019, -3.544], [-0.608, 3.613, -4.138], [0.644, 3.406, -3.585], [0.750, 2.604, -2.459], [-0.307, 2.034, -1.880], [-3.068, -1.130, 0.230], [-4.097, -2.014, 0.499], [-4.374, -2.302, 1.830], [-3.634, -1.685, 2.823], [-2.628, -0.806, 2.449], [-2.342, -0.543, 1.174], [-2.709, 3.147, -3.947], [-0.728, 4.226, -5.021], [1.528, 3.857, -4.012], [1.705, 2.421, -1.982], [-4.670, -2.451, -0.306], [-5.170, -2.990, 2.082], [-3.827, -1.872, 3.870], [-2.024, -0.294, 3.190], [3.284, -1.991, 3.423], [2.839, -2.880, 1.968], [2.537, -4.580, 2.331], [4.087, -2.709, 0.727], [1.602, -2.299, 1.432], [0.642, -1.851, 0.998], [4.430, 5.579, 6.066], [3.739, 4.820, 5.157], [3.114, 3.629, 5.559], [2.381, 2.888, 4.660], [2.256, 3.323, 3.343], [2.869, 4.497, 2.929], [3.606, 5.240, 3.829], [1.350, 2.359, 2.210], [0.046, 2.012, 2.779], [1.242, 3.097, 0.954], [2.042, 0.958, 1.948], [2.904, 0.837, 0.880], [4.614, 1.058, 0.970], [4.747, 0.657, -0.692], [3.524, 0.379, -1.201], [2.475, 0.485, -0.317], [4.705, 5.154, 6.934], [5.050, 6.290, 5.722], [3.203, 3.299, 6.586], [1.896, 1.973, 4.974], [2.758, 4.824, 1.904], [4.078, 6.162, 3.511], [5.694, 0.628, -1.205], [3.332, 0.085, -2.222]],
  "atomic_forces_ev_per_a": [[-0.013, -0.103, -0.213], [0.045, 0.087, 0.005], [-0.036, -0.046, -0.042], [-0.013, -0.013, 0.003], [0.027, 0.012, -0.011], [0.013, -0.011, 0.014], [-0.023, -0.011, 0.004], [0.014, 0.005, -0.016], [-0.051, 0.025, 0.037], [-0.018, -0.041, -0.054], [-0.013, -0.006, 0.019], [0.021, 0.020, -0.001], [0.016, 0.014, -0.047], [-0.048, -0.023, 0.047], [0.031, 0.053, 0.135], [-0.001, -0.001, 0.002], [0.001, 0.002, 0.001], [0.004, -0.003, 0.001], [0.003, 0.002, -0.002], [0.001, -0.005, 0.004], [0.000, -0.001, 0.003], [-0.002, -0.001, 0.002], [-0.001, -0.002, -0.002], [0.001, -0.020, -0.002], [0.038, 0.045, 0.003], [0.007, 0.001, -0.005], [-0.006, -0.006, 0.006], [-0.065, -0.080, 0.001], [-0.006, 0.066, -0.017], [0.005, 0.012, -0.012], [-0.010, -0.022, 0.004], [0.003, 0.008, 0.002], [-0.015, -0.037, -0.001], [-0.026, -0.052, 0.012], [-0.004, 0.016, -0.048], [0.005, -0.001, 0.018], [0.060, 0.081, 0.157], [0.104, -0.025, -0.013], [-0.054, 0.018, -0.106], [0.097, -0.072, -0.071], [-0.176, 0.114, 0.010], [-0.068, -0.008, 0.017], [0.005, -0.041, -0.079], [0.002, -0.001, 0.006], [0.132, 0.028, 0.195], [0.001, 0.000, 0.001], [0.000, 0.002, 0.004], [0.001, 0.001, 0.001], [0.004, 0.006, 0.006], [0.005, 0.005, 0.004], [-0.001, 0.000, -0.006], [0.009, 0.013, 0.023], [-0.009, -0.006, 0.002]]
}

(2)
{
  "formula": "C23H46O10PS4",
  "method": "ωB97M-V with the def2-TZVPD basis set",
  "charge": -1,
  "total_energy_ev": -97696.6303,
  "symbols": ["C", "C", "C", "C", "C", "P", "O", "C", "C", "O", "H", "H", "H", "H", "H", "H", "H", "H", "H", "H", "H", "H", "H", "H", "C", "C", "C", "S", "O", "O", "C", "H", "H", "H", "H", "H", "H", "H", "H", "C", "C", "C", "S", "O", "O", "C", "H", "H", "H", "H", "H", "H", "H", "H", "C", "C", "C", "S", "O", "O", "C", "H", "H", "H", "H", "H", "H", "H", "H", "C", "C", "C", "S", "O", "O", "C", "H", "H", "H", "H", "H", "H", "H", "H"],
  "positions_angstrom": [[-2.027, 1.730, 1.901], [-1.026, 1.172, 2.338], [0.349, 0.536, 2.786], [1.480, 1.199, 1.836], [2.704, 0.232, 1.544], [3.615, 0.927, -0.024], [2.487, -0.105, -0.911], [2.902, -0.367, -2.267], [3.643, 1.002, -2.723], [4.298, 1.519, -1.536], [-2.651, 2.378, 1.228], [0.387, -0.575, 2.542], [0.578, 0.738, 3.871], [1.819, 2.208, 2.202], [0.951, 1.361, 0.839], [3.401, 0.168, 2.440], [2.270, -0.775, 1.258], [4.562, -0.158, 0.060], [4.386, 1.878, 0.775], [2.719, 2.076, -0.183], [1.979, -0.689, -2.860], [3.759, -1.114, -2.406], [2.988, 1.766, -3.268], [4.547, 0.843, -3.403], [-1.303, -2.928, -3.506], [-2.060, -2.936, -4.838], [-1.161, -2.264, -5.880], [0.524, -2.542, -5.339], [1.112, -1.268, -4.994], [1.167, -3.469, -6.242], [0.110, -3.397, -3.829], [-1.779, -3.573, -2.766], [-1.277, -1.911, -3.103], [-2.260, -3.970, -5.136], [-3.021, -2.426, -4.759], [-1.298, -2.697, -6.870], [-1.330, -1.187, -5.918], [0.832, -3.151, -3.052], [0.130, -4.469, -4.036], [2.990, -7.553, -1.408], [3.211, -6.376, -0.454], [1.927, -5.542, -0.449], [0.593, -6.675, -0.828], [0.027, -6.309, -2.106], [-0.221, -6.863, 0.349], [1.619, -8.119, -1.058], [3.772, -8.308, -1.308], [2.995, -7.196, -2.443], [3.407, -6.756, 0.553], [4.071, -5.772, -0.749], [1.747, -5.085, 0.523], [1.947, -4.773, -1.223], [1.201, -8.750, -1.841], [1.647, -8.662, -0.112], [2.226, 7.228, 2.406], [3.043, 7.176, 3.700], [2.347, 6.191, 4.644], [1.492, 5.014, 3.596], [0.071, 5.169, 3.797], [2.147, 3.734, 3.686], [1.931, 5.778, 2.043], [2.765, 7.739, 1.607], [1.290, 7.768, 2.583], [4.054, 6.820, 3.478], [3.137, 8.162, 4.160], [3.062, 5.661, 5.272], [1.604, 6.690, 5.266], [1.113, 5.670, 1.333], [2.825, 5.276, 1.667], [-7.003, 1.115, 2.538], [-6.983, 2.547, 3.079], [-6.257, 3.416, 2.049], [-6.515, 2.631, 0.460], [-5.243, 2.163, -0.033], [-7.396, 3.449, -0.339], [-7.431, 1.229, 1.079], [-7.682, 0.477, 3.105], [-6.000, 0.682, 2.601], [-8.010, 2.904, 3.203], [-6.496, 2.604, 4.054], [-6.659, 4.428, 2.020], [-5.183, 3.449, 2.239], [-7.195, 0.343, 0.492], [-8.494, 1.463, 0.998]],
  "atomic_forces_ev_per_a": [[1.146, 0.230, -0.613], [0.459, -0.213, 0.343], [-0.391, 0.927, -1.184], [-0.472, -0.672, -0.545], [-0.930, 0.805, 0.496], [-1.085, 0.836, 0.738], [0.828, -0.919, -2.219], [0.393, 1.401, 0.063], [1.000, 0.075, 0.103], [-0.739, -0.836, -1.015], [0.719, -1.246, 1.309], [-0.409, 1.387, 0.549], [-0.491, -0.330, -1.082], [-0.477, -1.288, -0.287], [0.796, -0.165, 1.202], [-0.738, -0.039, -0.958], [0.719, 0.989, 0.502], [0.190, 0.059, -0.155], [0.621, -0.519, -0.166], [-0.489, -0.455, 0.198], [1.514, 0.635, 0.579], [-1.249, 0.268, 0.663], [0.445, -0.841, 1.060], [-1.427, -0.311, 0.317], [-0.096, 0.139, 0.070], [-0.124, -0.113, 0.060], [-0.570, 0.042, -0.190], [0.160, -0.035, 0.318], [-0.026, -0.341, -0.480], [0.139, 0.301, -0.046], [-0.191, -0.209, 0.323], [0.080, 0.026, -0.036], [0.042, -0.076, 0.017], [0.037, 0.054, 0.025], [0.067, -0.026, -0.026], [0.190, 0.103, 0.022], [0.164, -0.051, 0.027], [0.086, 0.082, -0.170], [0.042, 0.069, 0.007], [0.075, 0.076, -0.081], [0.161, -0.063, 0.056], [0.397, 0.296, 0.102], [0.181, 0.044, 0.289], [-0.219, -0.063, 0.181], [-0.230, 0.044, -0.344], [0.327, -0.339, -0.170], [-0.057, 0.035, -0.026], [-0.018, -0.059, 0.047], [-0.025, 0.019, -0.064], [-0.092, -0.007, 0.044], [-0.182, 0.016, -0.146], [-0.109, -0.065, 0.041], [-0.148, 0.099, 0.076], [-0.084, 0.074, -0.031], [-0.059, 0.086, 0.032], [0.146, 0.109, -0.036], [0.301, 0.416, 0.316], [0.118, -0.287, -0.373], [0.118, -0.108, 0.147], [-0.310, 0.264, 0.424], [0.124, 0.324, -0.333], [-0.046, -0.041, 0.037], [0.035, -0.035, -0.042], [-0.081, 0.001, -0.003], [0.008, -0.070, -0.007], [-0.190, -0.111, -0.031], [-0.041, -0.125, -0.077], [0.004, -0.193, 0.124], [-0.108, -0.090, 0.037], [0.134, -0.051, 0.086], [-0.112, -0.019, 0.147], [0.064, 0.229, 0.505], [-0.074, -0.002, -0.009], [-0.232, 0.206, -0.151], [0.269, -0.077, -0.136], [-0.179, -0.380, 0.249], [0.047, 0.024, -0.047], [-0.068, 0.005, -0.035], [0.054, -0.025, -0.026], [-0.017, 0.016, -0.084], [0.107, -0.060, -0.188], [-0.045, -0.052, -0.139], [0.046, 0.159, -0.112], [0.078, 0.042, -0.065]]
}

(3)
{
  "formula": "H2N6O",
  "method": "ωB97M-V with the def2-TZVPD basis set",
  "de_lowest_kcal_mol": 5.49,
  "total_energy_ev": -11015.1258,
  "symbols": ["N", "N", "N", "N", "N", "N", "O", "H", "H"],
  "positions_angstrom": [[-2.545, 2.389, 0.017], [-4.070, -0.558, 0.128], [-1.835, 1.534, -0.164], [-4.660, -0.534, -0.792], [-1.269, 0.525, -0.404], [0.103, 0.308, -0.127], [-3.568, -0.569, 1.149], [0.512, 0.617, 0.728], [0.060, -0.695, -0.195]],
  "atomic_forces_ev_per_a": [[-0.361, 0.807, 0.130], [-0.975, 0.045, -0.471], [-0.691, 2.155, 0.741], [-1.433, 0.035, -3.269], [0.938, -2.518, -0.553], [-0.346, -0.550, -1.761], [2.338, -0.138, 3.814], [-0.473, 0.374, 1.052], [1.003, -0.210, 0.318]]
}

(4)
{
  "formula": "C3H7NOS",
  "method": "ωB97M-V with the def2-TZVPD basis set",
  "charge": -2,
  "de_lowest_kcal_mol": 24.61,
  "total_energy_ev": -17593.8634,
  "symbols": ["O", "C", "N", "C", "C", "S", "H", "H", "H", "H", "H", "H", "H"],
  "positions_angstrom": [[-2.405, -1.745, 0.126], [-1.970, -1.391, -1.061], [-0.738, -0.462, -1.058], [-0.200, -0.041, 0.156], [1.397, 0.228, -0.021], [1.908, 1.780, 1.014], [-1.564, -2.266, -1.699], [-2.703, -0.909, -1.785], [-0.016, -0.984, -1.598], [-0.355, -0.654, 1.060], [-0.627, 1.059, 0.354], [1.783, 0.302, -1.014], [1.998, -0.604, 0.404]],
  "atomic_forces_ev_per_a": [[-0.440, 0.026, -0.195], [0.779, -0.442, -0.179], [-0.191, -2.011, -2.757], [1.913, 3.869, 1.036], [-0.760, 0.366, 2.849], [0.054, -0.978, -0.828], [-0.285, 0.086, 0.110], [-0.065, 0.123, 0.516], [-0.702, 0.588, 0.729], [-0.161, 0.026, -0.449], [0.817, -2.258, 0.181], [-0.407, 0.464, -1.047], [-0.554, 0.139, 0.034]]
}

(5)
{
  "formula": "C4H24B2CuN8O4",
  "method": "ωB97M-V with the def2-TZVPD basis set",
  "de_lowest_kcal_mol": 0.00,
  "total_energy_ev": -70640.9974,
  "spin_multiplicity": 2,
  "symbols": ["Cu", "B", "H", "H", "H", "H", "B", "H", "H", "H", "H", "C", "O", "N", "N", "H", "H", "H", "H", "C", "O", "N", "N", "H", "H", "H", "H", "C", "O", "N", "N", "H", "H", "H", "H", "C", "O", "N", "N", "H", "H", "H", "H"],
  "positions_angstrom": [[0.027, 0.500, -0.094], [-2.175, 1.255, 0.703], [-1.228, 0.949, 1.395], [-2.571, 2.308, 1.130], [-1.805, 1.417, -0.438], [-3.034, 0.417, 0.696], [-0.029, 1.661, -2.226], [-0.086, 0.486, -2.095], [0.802, 1.887, -3.064], [-1.088, 2.163, -2.456], [0.315, 2.112, -1.167], [1.168, 2.531, 2.352], [1.053, 1.678, 1.494], [2.386, 3.019, 2.755], [0.077, 3.071, 2.956], [2.439, 3.812, 3.364], [3.198, 2.588, 2.358], [0.068, 3.695, 3.740], [-0.823, 2.771, 2.607], [-2.071, -1.657, -1.595], [-1.273, -1.187, -0.811], [-2.243, -1.136, -2.854], [-2.886, -2.718, -1.245], [-2.959, -1.591, -3.391], [-1.931, -0.176, -2.905], [-3.167, -3.350, -1.974], [-2.754, -3.060, -0.310], [-0.037, -2.077, 2.005], [0.152, -1.028, 1.437], [-0.158, -3.265, 1.327], [-0.254, -2.167, 3.357], [-0.126, -3.242, 0.325], [0.040, -4.128, 1.802], [0.036, -1.417, 3.959], [-0.262, -3.081, 3.778], [2.450, -0.343, -1.659], [1.935, -0.192, -0.553], [3.604, 0.302, -1.996], [1.899, -1.128, -2.623], [4.021, 0.187, -2.901], [4.131, 0.665, -1.224], [2.124, -0.968, -3.588], [1.031, -1.563, -2.369]],
  "atomic_forces_ev_per_a": [[-0.496, 0.631, -0.129], [0.144, -0.082, 0.032], [-0.063, -0.347, 0.404], [0.076, 0.447, 0.009], [0.055, 0.130, -0.377], [-0.073, -0.343, 0.121], [-0.076, 0.268, -0.328], [-0.371, -0.913, -0.354], [0.430, 0.069, -0.056], [-0.345, -0.065, -0.203], [0.449, 0.554, 0.855], [-0.334, 0.636, 0.374], [0.877, -0.268, -0.302], [-0.480, -0.314, 0.000], [-0.499, -0.033, -0.009], [0.239, -0.021, -0.023], [0.099, 0.160, 0.013], [0.373, 0.025, -0.044], [0.041, -0.120, -0.162], [-0.485, 0.226, -0.520], [0.344, -0.637, 0.524], [0.259, -1.176, 1.164], [0.325, 0.351, -0.476], [-0.151, 0.864, -0.381], [-0.129, 0.128, -0.589], [-0.197, -0.117, 0.224], [0.084, -0.200, -0.020], [-0.419, -0.214, -0.128], [0.424, 0.500, 0.284], [-0.082, -0.244, 0.399], [0.209, -0.526, 0.098], [0.179, 0.194, -0.043], [-0.085, -0.027, -0.171], [0.025, 0.234, -0.251], [-0.069, 0.124, 0.014], [-0.061, 0.444, -1.155], [-0.045, -0.186, 0.612], [-0.429, -0.416, 0.346], [0.513, -0.139, 0.537], [0.164, -0.061, 0.142], [0.062, 0.287, -0.142], [-0.188, -0.071, -0.026], [-0.291, 0.248, -0.261]]
}